No. 1
7 unconnected molecules or ions with the total composition C49H52BINO27 at a distorted geometry, computed with ωB97M-V/def2-TZVPD.

XYZ file:
```
131
Properties=species:S:1:pos:R:3:mulliken_charge:R:1
I -1.837 1.908 1.086 0.01
O -3.895 3.102 -5.337 -0.45
O 5.263 -1.265 8.903 -0.64
O 2.884 -3.127 4.566 -0.47
O -6.299 -0.140 -8.745 -0.64
O -1.315 5.936 -2.197 -0.66
O 1.298 1.467 -0.996 -0.12
O -2.591 -5.075 -2.367 -0.58
O 1.333 -5.684 5.111 -0.67
O -6.516 5.652 -1.278 -0.66
O 1.168 -0.809 -0.556 -0.82
O -8.202 4.443 4.443 -0.64
O 1.120 -2.852 -4.194 -0.53
O -5.414 3.717 -2.730 -0.50
O 1.302 -4.549 -6.201 -0.61
O 1.128 -9.971 7.014 -0.59
O -2.362 -6.819 -4.340 -0.65
O -9.724 5.245 2.446 -0.60
O 1.824 -3.764 6.923 -0.62
O 3.355 -10.523 5.714 -0.63
O 7.211 1.806 -0.904 -0.42
O -7.157 -0.145 -6.247 -0.58
O -7.285 2.342 -0.321 -0.67
O 3.517 -6.260 3.759 -0.56
O -2.389 7.812 -0.676 -0.60
O -5.805 1.484 1.703 -0.52
O 6.256 -0.551 6.564 -0.58
O -3.081 3.158 -7.852 -0.60
N 1.442 -2.087 1.988 -0.57
C -5.570 1.482 -5.669 -1.04
C 1.111 -7.801 6.128 -1.14
C 5.187 -1.342 6.570 0.44
C -6.933 2.913 3.171 -0.94
C 0.266 3.679 -0.022 -0.26
C 7.780 1.986 0.368 -0.27
C 4.669 -1.701 7.933 1.02
C 2.452 -0.112 -2.836 -0.38
C -4.630 4.694 -2.278 0.07
C -8.584 3.829 0.966 -0.99
C 0.341 -4.747 -5.306 0.14
C 5.928 1.173 -0.861 -0.37
C 1.663 4.304 -0.131 -1.38
C 1.755 -0.668 1.732 -0.69
C -3.318 4.740 -2.530 -0.70
C 3.489 -2.544 8.021 -0.90
C -1.549 -5.911 -4.351 0.92
C -7.963 3.918 3.369 1.02
C -4.503 6.824 -0.905 -1.08
C -6.729 2.399 1.951 0.28
C 4.972 1.842 -1.844 -0.06
C 0.235 2.479 0.928 -0.60
C -8.787 4.336 2.186 0.39
C 2.916 -9.402 5.533 1.04
C 3.443 -2.659 5.539 0.81
C -6.157 0.675 -6.561 0.45
C 2.997 -7.201 4.534 0.34
C 4.716 1.053 -3.121 -1.09
C 4.611 -1.795 5.451 -1.21
C -0.748 -3.871 -3.183 -1.04
C -4.481 2.352 -6.090 0.93
C 3.976 -0.265 -2.937 -0.36
C -3.188 6.864 -1.152 0.36
C 0.292 -3.737 -4.196 0.89
C -2.508 5.825 -1.998 1.07
C 7.118 3.106 1.168 -1.07
C -7.538 2.836 0.761 1.11
C -1.613 -4.889 -3.255 0.44
C -0.524 -5.766 -5.374 -0.91
C 0.826 -0.138 0.631 -0.04
C 1.749 -6.814 5.272 1.17
C 1.655 -9.017 6.252 0.40
C 3.541 -8.420 4.663 -0.93
C 1.168 1.383 0.381 0.22
C -4.652 1.517 -8.423 -0.93
C 2.902 -2.995 6.903 0.53
C -4.065 2.326 -7.533 0.24
C -5.314 5.745 -1.456 0.99
C -5.726 0.632 -7.997 0.94
B 2.003 0.193 -1.291 0.44
H -0.497 -6.500 -6.167 0.42
H -4.359 1.488 -9.463 0.42
H -6.312 3.918 -2.404 0.32
H 0.205 -7.513 6.642 0.44
H 1.583 -3.945 5.987 0.33
H 2.405 3.833 0.503 0.35
H 4.204 1.714 -3.818 0.41
H 6.674 3.815 0.480 0.26
H -2.818 3.986 -3.120 0.58
H 8.822 2.253 0.212 0.38
H -7.388 -0.613 -7.073 0.35
H 4.440 -8.711 4.139 0.44
H 1.778 -3.746 -5.904 0.37
H -0.404 4.418 0.412 0.50
H -3.061 -5.881 -2.655 0.35
H 2.013 4.173 -1.148 0.23
H 4.051 2.100 -1.338 -0.21
H 5.687 0.833 -3.571 0.37
H 7.786 1.042 0.919 0.25
H 2.124 1.565 0.888 0.06
H -5.869 1.521 -4.631 0.56
H 4.348 -0.832 -2.092 0.19
H 1.721 -10.742 6.923 0.36
H 1.564 -0.145 2.672 0.37
H 6.353 2.707 1.827 0.28
H -0.116 3.408 -0.993 0.20
H 3.069 0.251 -0.629 -0.45
H -5.002 7.567 -0.299 0.44
H -2.835 3.615 -7.022 0.35
H 5.434 2.787 -2.126 0.47
H 3.116 -2.782 9.007 0.44
H 7.836 3.598 1.813 0.39
H 2.790 -0.571 1.418 0.00
H 4.194 -0.880 -3.818 0.35
H 4.979 -1.547 4.465 0.51
H 1.631 5.375 0.031 0.45
H 0.617 2.845 1.873 0.55
H 1.941 -0.969 -3.261 -0.06
H 2.942 -5.469 3.840 0.26
H -0.156 -0.377 1.034 0.43
H -9.168 4.128 0.107 0.43
H -6.353 2.610 4.032 0.44
H 1.945 -2.397 2.811 0.16
H -1.494 7.594 -1.005 0.35
H -9.647 5.438 3.401 0.36
H 6.465 -0.377 7.503 0.36
H 1.788 -2.646 1.217 0.26
H 5.495 1.261 0.133 0.27
H -0.779 -3.128 -2.395 0.71
H 6.017 0.110 -1.075 0.24
H 2.188 0.772 -3.420 0.22
H -5.862 1.288 0.747 0.34
```

- frontier orbital gap (eV) = 4.086
- total charge = -1
- 2S+1 = 1

=====

No. 2
A molecular structure, C49H52CdClN9OS, computed with ωB97M-V/def2-TZVPD.

XYZ file:
```
114
Properties=species:S:1:pos:R:3:mulliken_charge:R:1
Cd 0.805 -1.102 -0.720 0.85
Cl -5.862 -2.359 0.911 -0.25
S 0.502 -5.025 1.424 -0.50
O 0.435 -2.063 7.076 -0.68
N 0.237 -1.039 -4.204 -0.12
N 1.906 1.314 -0.588 1.37
N 1.753 -3.032 -0.099 -0.90
N 2.187 -0.878 4.078 0.99
N 2.215 -0.442 1.941 0.11
N 2.778 0.335 3.987 -1.03
N 1.184 0.308 -2.579 -1.33
N -0.469 0.562 0.632 2.16
N 1.281 0.921 -4.845 -0.07
C -1.546 1.379 -7.233 -1.16
C 0.373 -1.521 5.750 1.88
C -0.440 2.727 -2.881 -2.27
C -3.945 -2.316 4.420 -0.11
C -2.289 -3.838 -2.340 -1.17
C -0.885 1.982 -8.292 -0.76
C -3.476 -3.230 1.848 -0.83
C 1.880 -1.470 5.376 -2.45
C -0.641 -2.040 -2.081 -2.15
C -2.510 -3.382 2.831 0.13
C -2.195 -3.741 -3.720 -0.75
C -2.276 2.427 1.577 -1.22
C 1.268 2.224 0.294 -0.23
C 3.127 3.781 -0.081 -0.58
C 1.622 3.975 -2.261 -1.34
C 4.107 2.635 -0.444 -0.48
C 0.524 1.256 -5.998 0.26
C 1.756 1.530 -2.100 0.34
C 2.788 0.544 2.690 -0.57
C 1.875 3.363 0.626 -1.06
C -0.595 -1.965 -3.477 0.88
C 3.389 1.288 -0.679 -0.93
C 0.580 0.917 6.485 -2.12
C -0.327 -0.113 5.789 2.70
C -0.275 -2.539 4.796 -0.46
C -1.699 0.202 1.008 -1.42
C -2.727 -2.922 4.130 -0.29
C 1.203 1.865 -7.062 0.89
C -1.261 -2.731 -5.817 -1.44
C -2.633 1.090 1.504 -0.33
C 0.892 0.076 -3.809 0.29
C 1.011 2.807 -2.459 1.47
C -1.633 -0.181 6.595 -2.21
C -0.687 0.389 4.380 -1.40
C -0.107 1.848 0.729 0.38
C 1.237 -3.849 0.570 0.78
C -4.667 -2.592 2.156 0.46
C -1.514 -3.002 -1.552 1.73
C 0.478 2.226 -8.192 -0.67
C 2.685 2.124 -6.965 -1.56
C -0.850 1.028 -6.085 -0.20
C 3.979 2.949 -1.968 -0.63
C -1.008 2.812 1.174 -1.12
C -4.914 -2.136 3.438 -0.92
C 2.986 4.100 -1.663 -0.25
C -1.659 -3.129 5.183 -1.53
C 1.913 -1.350 2.852 -0.43
C -1.350 -2.811 -4.309 1.03
C 3.316 1.571 -2.205 -0.21
H -2.940 -4.580 -1.887 0.44
H 2.911 2.906 -6.228 0.27
H 3.761 0.911 -2.946 0.63
H -1.546 -4.207 5.313 0.33
H -1.064 1.415 4.458 0.80
H -2.013 -2.738 6.139 0.89
H 2.226 -2.500 5.393 0.60
H -1.424 2.265 -9.189 0.40
H 3.610 4.600 0.446 0.63
H -1.575 -3.889 2.589 0.13
H -3.614 0.742 1.806 0.54
H -0.236 -2.867 -6.183 0.37
H -1.935 -0.849 0.903 0.21
H -4.148 -1.967 5.428 0.42
H 3.223 1.222 -6.662 0.35
H 0.927 0.536 7.452 0.39
H 0.006 1.830 6.674 0.51
H -0.991 3.585 -2.494 0.61
H 0.198 -1.149 -5.199 0.25
H -5.854 -1.647 3.670 0.45
H -0.914 1.819 -2.504 0.26
H 1.995 1.582 -4.590 0.22
H 1.003 2.701 -9.017 0.38
H 4.828 3.196 -2.599 0.39
H -0.548 2.729 -3.968 0.34
H -2.612 1.190 -7.290 0.44
H 0.171 0.409 3.701 -0.23
H -0.137 -2.831 7.138 0.52
H 2.441 -0.916 6.118 0.27
H 1.068 4.896 -2.440 0.52
H -0.721 3.856 1.185 0.52
H 1.439 4.034 1.361 0.58
H 3.830 0.396 -0.240 0.69
H -2.396 -0.776 6.085 0.27
H 3.172 1.466 2.272 0.48
H 3.407 5.076 -1.895 0.58
H -1.568 -3.133 -0.475 0.12
H -2.035 0.830 6.706 0.54
H 0.431 -3.365 4.708 0.79
H -3.311 -3.608 0.843 0.62
H -1.379 0.581 -5.251 0.75
H -1.865 -3.517 -6.266 0.41
H -0.344 -2.097 3.804 -0.08
H 3.081 2.455 -7.925 0.43
H 5.060 2.594 0.081 0.43
H -1.632 -1.773 -6.202 0.22
H -1.479 -0.218 3.925 -0.07
H 1.442 1.187 5.873 0.35
H -1.463 -0.590 7.592 0.40
H 1.450 -2.314 2.675 0.39
H -2.778 -4.399 -4.356 0.31
H -2.988 3.167 1.925 0.42
```

- frontier orbital gap (eV) = 7.400
- total charge = 0
- 2S+1 = 1